[1]
{"formula": "C3H4FNS", "method": "ωB97M-V/def2-TZVPD", "homo_energy_ev": -8.9, "spin_multiplicity": 1, "smiles": "C=C(F)/C=N\\S", "species": ["C", "C", "F", "C", "N", "S", "H", "H", "H", "H"], "xyz": [[-1.7648, -0.1864, -0.1416], [-0.4483, -0.2334, -0.0034], [0.0801, -1.4200, 0.0925], [0.4824, 0.9788, 0.0830], [1.8192, 1.0643, 0.0721], [2.6391, -0.5830, -0.1641], [-2.1143, 0.8172, -0.1741], [-2.3250, -1.0022, -0.4845], [-0.0384, 2.0405, -0.1404], [1.6700, -1.4759, 0.8607]]}



[2]
{"formula": "C3H4FNS", "method": "ωB97M-V/def2-TZVPD", "homo_energy_ev": -8.4, "spin_multiplicity": 1, "smiles": "N/C=C(/F)C=S", "species": ["N", "C", "C", "F", "C", "S", "H", "H", "H", "H"], "xyz": [[-0.1575, 1.6159, 0.0554], [-0.7789, 0.4509, 0.0090], [-0.3671, -0.8044, 0.1746], [-1.3806, -1.7119, -0.0762], [1.0813, -1.2066, 0.2161], [2.5326, -0.4156, -0.0528], [-0.7744, 2.5189, -0.3933], [0.9040, 1.5764, 0.3571], [-1.9626, 0.2466, -0.1230], [0.9032, -2.2703, -0.1668]]}



[3]
{"formula": "C3H4FNS", "method": "ωB97M-V/def2-TZVPD", "homo_energy_ev": [-10.1, -8.4], "spin_multiplicity": 1, "species": ["C", "C", "C", "N", "F", "S", "H", "H", "H", "H"], "xyz": [[0.5987, 0.3612, -0.8443], [1.3166, 0.4921, 0.3362], [-0.7647, -0.8535, 0.4740], [-0.5192, -0.3152, -0.7707], [-1.8944, 1.2744, -0.8328], [0.6025, -0.3094, 1.6397], [0.8808, 0.8209, -1.7755], [2.2475, 1.0103, 0.4566], [-1.7243, -0.5346, 0.8820], [-0.7435, -1.9463, 0.4347]]}



[4]
{"formula": "C3H4FNS", "method": "ωB97M-V/def2-TZVPD", "homo_energy_ev": -8.6, "spin_multiplicity": 1, "smiles": "C=C(F)C(N)=S", "species": ["C", "C", "F", "C", "N", "S", "H", "H", "H", "H"], "xyz": [[-1.2731, -1.3789, 0.1899], [-0.6125, -0.2633, -0.2186], [-1.3528, 0.6228, -0.8905], [0.8649, 0.1539, -0.0563], [1.1408, 1.4481, 0.0967], [2.0788, -0.8657, -0.5237], [-2.3510, -1.3793, -0.1388], [-0.9356, -2.2022, 0.7853], [2.0388, 1.7679, 0.4765], [0.4016, 2.0968, 0.2795]]}



The electronic energy results, record by record, are as follows: -18214.6616; -18215.5509; -18215.0505; -18217.4828 eV.